Record 1
{
  "formula": "C3H3FLaO2",
  "method": "ωB97M-V/def2-TZVPD",
  "total_charge": 3,
  "total_energy_ha": -396.66645,
  "elements": ["H", "H", "O", "C", "C", "H", "O", "C", "F", "La"],
  "positions_angstrom": [[0.45626, 0.62246, -1.17929], [-0.93051, -0.48369, -1.73734], [0.83429, -1.43908, -1.27425], [0.12622, -0.23004, -1.82767], [1.37267, -2.10561, -0.50270], [0.50601, -0.16259, -2.84750], [0.50685, 0.09603, 1.76329], [-0.29172, 0.96507, 1.97989], [-1.47050, 0.91274, 1.20783], [-1.10957, 1.82471, 4.41773]],
  "forces_ev_per_a": [[-0.3, -1.0, -0.7], [0.2, 0.0, -0.1], [0.6, -0.7, 0.9], [-0.1, 1.4, -0.1], [-0.2, 0.1, -0.5], [-0.2, 0.0, 0.1], [-0.8, 2.2, 0.6], [-0.5, -2.6, 0.6], [0.7, 0.8, 0.7], [0.5, -0.3, -1.5]],
  "nbo_charge": [0.248, 0.265, -0.451, -0.217, 0.870, 0.284, -0.492, 0.282, -0.367, 2.578]
}

---

Record 2
{
  "formula": "C5H9ClSi",
  "method": "ωB97M-V/def2-TZVPD",
  "total_energy_ha": -945.57883,
  "e_above_lowest_kcal_mol": 28.4,
  "elements": ["Cl", "Si", "C", "C", "C", "C", "C", "H", "H", "H", "H", "H", "H", "H", "H", "H"],
  "positions_angstrom": [[1.56100, 2.96012, 1.67086], [1.37172, 1.60306, 0.24217], [-0.30708, 0.83406, -0.12153], [-0.39567, -0.18902, -1.42522], [-0.41612, -1.41236, -1.03459], [-0.29365, -1.51710, 0.42538], [-0.82067, -0.16527, 0.91851], [1.63107, 1.93579, -1.14219], [2.16105, 0.44801, 0.66689], [-0.89864, 1.74056, -0.52433], [-0.43924, 0.19693, -2.49564], [-0.75187, -2.30091, -1.58271], [-0.81475, -2.38134, 0.89737], [0.72236, -1.67412, 0.78419], [-1.87585, -0.16488, 0.86963], [-0.43367, 0.08647, 1.85121]],
  "forces_ev_per_a": [[-0.1, 1.2, 0.8], [-0.7, -2.8, -1.6], [-0.6, 0.0, -2.8], [1.0, 4.6, -1.2], [-0.9, -2.9, 0.1], [-0.4, -0.8, 2.0], [0.5, 0.3, -1.5], [0.8, 0.9, -0.3], [0.6, 0.0, 0.1], [0.0, -1.3, 1.3], [-0.1, -0.5, 1.6], [0.7, 0.5, -0.3], [-0.1, 0.6, -0.5], [0.4, 0.2, -0.3], [-1.3, -0.1, 0.4], [0.2, 0.3, 2.0]],
  "nbo_charge": [-0.340, 1.109, -0.683, -0.159, -0.229, -0.437, -0.396, -0.179, -0.193, 0.236, 0.217, 0.221, 0.211, 0.212, 0.208, 0.202]
}

---

Record 3
{
  "formula": "C41H96BFN6O6",
  "method": "ωB97M-V/def2-TZVPD",
  "total_energy_ha": -2524.41977,
  "e_above_lowest_kcal_mol": 22.0,
  "elements": ["C", "B", "O", "N", "C", "C", "C", "O", "C", "C", "F", "O", "C", "C", "C", "O", "O", "C", "C", "O", "H", "H", "H", "H", "H", "H", "H", "H", "H", "H", "H", "H", "H", "H", "H", "H", "H", "H", "H", "H", "H", "C", "C", "N", "C", "C", "C", "C", "H", "H", "H", "H", "H", "H", "H", "H", "H", "H", "H", "H", "H", "H", "H", "C", "C", "N", "C", "C", "C", "C", "H", "H", "H", "H", "H", "H", "H", "H", "H", "H", "H", "H", "H", "H", "H", "C", "C", "N", "C", "C", "C", "C", "H", "H", "H", "H", "H", "H", "H", "H", "H", "H", "H", "H", "H", "H", "H", "C", "C", "N", "C", "C", "C", "C", "H", "H", "H", "H", "H", "H", "H", "H", "H", "H", "H", "H", "H", "H", "H", "C", "C", "N", "C", "C", "C", "C", "H", "H", "H", "H", "H", "H", "H", "H", "H", "H", "H", "H", "H", "H", "H"],
  "positions_angstrom": [[0.17999, 4.88954, -0.24512], [-0.79483, 4.50389, -1.43318], [-2.17536, 4.68047, -1.17990], [-0.39025, 3.96969, -2.74079], [0.47004, 2.77764, -2.63994], [-0.06089, 1.66758, -3.58807], [-0.02102, 0.21345, -3.04395], [-1.35016, -0.21982, -2.73879], [0.17249, 5.02915, -3.59655], [-0.56818, 5.13775, -4.95252], [-1.32983, 4.03774, -5.17641], [-1.26320, 6.30317, -5.15745], [-2.25869, 6.59539, -4.20071], [-3.54213, 5.77194, -4.32981], [-4.50673, 6.36232, -3.32836], [-4.80018, 7.48377, -3.36788], [-4.99364, 5.56242, -2.30698], [-5.64458, 4.44904, -2.74526], [-5.54273, 3.27539, -1.81849], [-6.22843, 4.41286, -3.75244], [-0.13471, 4.37622, 0.65988], [0.11761, 5.96460, -0.07403], [1.22660, 4.66761, -0.43886], [-2.28202, 5.64119, -1.11221], [0.44417, 2.36599, -1.63061], [1.51140, 2.99210, -2.88593], [0.42917, 1.70016, -4.55615], [-1.10170, 1.90361, -3.76174], [0.60040, 0.11900, -2.16373], [0.32251, -0.41849, -3.85933], [-1.84459, -0.17403, -3.56434], [0.04130, 5.97009, -3.05994], [1.23830, 4.91072, -3.77012], [0.18724, 5.10559, -5.73143], [-1.92885, 6.53281, -3.16466], [-2.53506, 7.63041, -4.35832], [-3.95105, 5.75484, -5.32869], [-3.31206, 4.76779, -3.98546], [-5.03194, 2.46331, -2.31413], [-6.53519, 2.95137, -1.53055], [-5.00661, 3.56520, -0.92167], [-2.34597, -1.72626, 2.05870], [-2.16231, -0.38714, 2.75647], [-1.17843, 0.45844, 2.11080], [-0.77387, 1.60539, 2.90390], [-1.83300, 2.66867, 3.21233], [-1.40688, 0.74134, 0.70444], [-2.73026, 1.40425, 0.31212], [-1.39006, -2.24031, 1.94321], [-3.00296, -2.36533, 2.65142], [-2.80159, -1.61693, 1.07331], [-1.82438, -0.58641, 3.77742], [-3.14385, 0.10454, 2.84417], [0.07672, 2.08848, 2.41294], [-0.37588, 1.23266, 3.85386], [-2.06532, 3.27367, 2.33631], [-1.45112, 3.35091, 3.97581], [-2.75823, 2.23660, 3.59516], [-1.31658, -0.19433, 0.14563], [-0.58327, 1.35759, 0.32876], [-3.59658, 0.94263, 0.78942], [-2.87326, 1.32147, -0.76790], [-2.72321, 2.46687, 0.55259], [0.93752, -8.75657, 2.25924], [0.54865, -7.56154, 3.11819], [1.01994, -6.29853, 2.58444], [0.92213, -5.19571, 3.52503], [-0.47386, -4.76149, 3.98226], [0.61345, -6.00112, 1.22217], [-0.88576, -5.97396, 0.90293], [2.01387, -8.77569, 2.08124], [0.66313, -9.68200, 2.76776], [0.42670, -8.75204, 1.29454], [0.99578, -7.70242, 4.10600], [-0.54250, -7.57112, 3.26611], [1.44087, -4.32839, 3.10539], [1.50127, -5.46767, 4.41399], [-1.00103, -4.21928, 3.19912], [-0.38427, -4.08239, 4.83345], [-1.08876, -5.60355, 4.30210], [1.08449, -6.73549, 0.56077], [1.05761, -5.04817, 0.92115], [-1.41701, -6.82957, 1.32296], [-1.02286, -6.00695, -0.18071], [-1.36659, -5.06216, 1.25513], [2.95285, -6.71289, -2.38425], [2.49323, -7.39640, -3.66475], [2.18734, -8.80295, -3.48509], [2.04053, -9.52764, -4.73590], [0.88496, -9.13701, -5.66436], [1.20570, -9.10764, -2.45908], [-0.18046, -8.46251, -2.57189], [3.79108, -7.24774, -1.93511], [3.28122, -5.69600, -2.60579], [2.15195, -6.64184, -1.64618], [3.30363, -7.31482, -4.39421], [1.64229, -6.83424, -4.08032], [1.97186, -10.59678, -4.51659], [2.97559, -9.41297, -5.29407], [-0.07600, -9.48297, -5.28585], [1.02770, -9.60435, -6.64127], [0.82950, -8.05973, -5.82407], [1.63109, -8.82543, -1.49101], [1.08999, -10.19267, -2.39502], [-0.12539, -7.39732, -2.80248], [-0.70362, -8.56028, -1.61724], [-0.80052, -8.94806, -3.32389], [6.73291, -0.28479, 2.50305], [5.65160, -0.97734, 1.68625], [6.06051, -2.27207, 1.17696], [5.16614, -2.80293, 0.16291], [3.73008, -3.13722, 0.57903], [6.52113, -3.22596, 2.17182], [5.56809, -3.59063, 3.31668], [7.66374, -0.21440, 1.93834], [6.41372, 0.72763, 2.75515], [6.93482, -0.80473, 3.44066], [5.41691, -0.33457, 0.83318], [4.73404, -1.03806, 2.29203], [5.62253, -3.69282, -0.27972], [5.12154, -2.07352, -0.65310], [3.68221, -4.04564, 1.17934], [3.12331, -3.31512, -0.31255], [3.26004, -2.32480, 1.13511], [7.44416, -2.83675, 2.61099], [6.83108, -4.14113, 1.66098], [5.09557, -2.71210, 3.75879], [6.12668, -4.09116, 4.11078], [4.78662, -4.27886, 2.99731], [-2.55062, 6.38400, 2.94880], [-2.33724, 7.74362, 3.59548], [-1.34194, 8.54715, 2.91058], [-0.91193, 9.70851, 3.67125], [-1.94819, 10.79696, 3.97247], [-1.57866, 8.77106, 1.49534], [-2.89990, 9.42716, 1.07730], [-1.60679, 5.84623, 2.84513], [-3.21609, 5.77880, 3.56621], [-3.01129, 6.46832, 1.96265], [-1.99586, 7.57588, 4.62053], [-3.30823, 8.25694, 3.67141], [-0.05735, 10.16459, 3.16356], [-0.51424, 9.34747, 4.62534], [-2.18243, 11.39134, 3.09033], [-1.54807, 11.48454, 4.72085], [-2.87550, 10.38514, 4.37177], [-1.50506, 7.80490, 0.98449], [-0.74710, 9.35421, 1.09047], [-3.75969, 8.98865, 1.58541], [-3.05435, 9.28912, 0.00448], [-2.90058, 10.50019, 1.26115]],
  "forces_ev_per_a": [[0.1, -0.2, -0.7], [-0.5, -0.4, 0.4], [0.9, 0.7, -1.0], [1.2, 0.0, 0.6], [-0.8, -0.7, -0.8], [0.4, -0.2, 0.6], [-0.8, 0.8, -1.2], [0.1, -0.1, 0.5], [-1.5, -0.2, 0.5], [1.8, 0.2, -0.3], [-0.8, -0.6, 0.0], [-0.3, -0.1, 0.4], [-0.9, 0.7, -0.4], [0.6, -1.0, 1.4], [0.2, -1.7, -0.9], [-0.8, 3.2, 0.3], [0.5, -0.1, 0.0], [1.0, -1.1, 2.4], [0.1, 0.7, 0.8], [-1.4, 0.3, -3.0], [0.0, 0.1, 0.2], [-0.1, 0.1, 0.2], [0.1, -0.1, 0.0], [-0.5, -0.2, 0.7], [0.0, 0.1, 0.2], [0.1, 0.2, 0.2], [0.2, 0.2, -0.2], [-0.3, 0.1, -0.1], [0.0, -0.2, 0.2], [0.6, -0.3, 0.2], [0.0, 0.0, 0.1], [0.2, 0.4, -0.3], [0.1, -0.2, 0.0], [0.1, 0.3, -0.3], [0.4, -0.2, 0.0], [0.1, 0.3, -0.1], [-0.1, 0.1, -0.2], [0.0, -0.3, -0.4], [0.1, -0.2, -0.2], [-0.2, -0.1, -0.1], [0.2, -0.2, 0.1], [-0.1, 0.0, -0.1], [-0.1, -0.1, 0.0], [0.4, 0.2, 0.0], [0.0, 0.0, 0.3], [0.1, 0.2, 0.0], [-0.2, -0.4, -0.4], [0.0, 0.2, -0.2], [0.0, 0.1, 0.0], [0.0, 0.0, 0.0], [0.0, 0.0, 0.0], [0.1, 0.2, 0.0], [0.0, 0.0, 0.0], [0.0, -0.1, -0.1], [-0.1, -0.1, 0.0], [-0.1, 0.0, 0.0], [0.0, 0.0, 0.0], [0.0, 0.0, 0.0], [-0.1, 0.0, 0.1], [0.1, 0.0, 0.2], [0.1, 0.0, 0.1], [0.1, 0.0, 0.0], [-0.2, 0.0, 0.0], [0.0, 0.0, 0.0], [-0.1, -0.2, -0.1], [0.2, 0.2, 0.0], [0.1, 0.1, 0.2], [0.0, 0.2, 0.0], [0.0, -0.1, -0.3], [0.0, 0.1, -0.1], [0.0, 0.1, 0.0], [0.0, 0.0, 0.0], [0.0, 0.0, 0.0], [0.0, 0.2, 0.0], [0.0, -0.1, 0.0], [0.0, -0.1, -0.1], [0.0, -0.1, 0.0], [-0.1, -0.1, 0.0], [0.0, 0.0, 0.0], [0.0, 0.0, 0.0], [0.0, -0.1, 0.1], [0.0, 0.0, 0.2], [0.0, 0.0, 0.0], [0.0, 0.0, 0.0], [0.0, 0.0, 0.1], [0.0, 0.0, 0.0], [0.0, 0.1, 0.1], [0.1, -0.2, -0.1], [0.1, 0.0, -0.2], [0.0, -0.1, -0.1], [0.0, 0.1, 0.3], [-0.1, -0.1, 0.1], [0.0, 0.0, 0.0], [0.0, 0.0, 0.0], [0.0, 0.0, 0.0], [-0.1, -0.1, -0.1], [0.0, 0.1, 0.0], [0.0, 0.0, 0.1], [0.0, 0.1, 0.1], [0.0, 0.1, 0.0], [0.0, 0.0, 0.0], [0.0, 0.0, 0.0], [0.0, 0.1, -0.1], [0.1, 0.0, -0.2], [0.0, 0.0, 0.0], [0.0, 0.0, 0.0], [0.0, 0.1, -0.1], [0.0, 0.0, 0.1], [0.0, 0.1, 0.2], [0.0, -0.1, -0.2], [-0.1, 0.1, -0.2], [-0.1, -0.1, -0.1], [0.2, 0.0, 0.3], [0.0, -0.1, 0.0], [0.0, -0.1, 0.0], [0.0, 0.0, 0.0], [0.0, 0.0, 0.0], [-0.1, -0.1, -0.1], [0.0, 0.1, 0.0], [0.1, 0.0, 0.1], [0.0, 0.1, 0.1], [0.0, 0.0, 0.1], [0.0, 0.0, 0.0], [0.0, 0.0, 0.0], [0.0, 0.1, 0.0], [-0.1, 0.0, -0.1], [0.0, 0.0, 0.0], [0.0, 0.0, 0.0], [-0.1, 0.1, 0.0], [-0.1, 0.0, 0.0], [-0.1, -0.1, -0.1], [0.2, 0.1, 0.0], [0.1, 0.1, 0.2], [0.1, 0.1, 0.0], [-0.1, -0.2, -0.2], [0.0, 0.1, -0.1], [0.0, 0.1, 0.0], [0.0, 0.0, 0.0], [0.0, 0.0, 0.0], [0.1, 0.2, 0.0], [0.0, 0.0, 0.0], [0.0, -0.1, -0.1], [-0.1, -0.1, 0.0], [-0.1, 0.0, 0.0], [0.0, 0.0, 0.0], [0.0, 0.0, 0.0], [0.0, 0.0, 0.1], [0.0, 0.1, 0.2], [0.0, 0.0, 0.0], [0.0, 0.0, 0.0], [-0.1, 0.0, 0.1]],
  "lowdin_charge": [0.028, -0.577, 0.106, -0.025, -0.158, -0.138, -0.234, -0.089, -0.065, -0.373, 0.051, -0.018, -0.169, -0.039, -0.471, 0.201, 0.104, -0.540, 0.038, 0.178, 0.056, 0.063, 0.065, 0.091, 0.104, 0.119, 0.106, 0.099, 0.110, 0.105, 0.084, 0.121, 0.127, 0.153, 0.110, 0.133, 0.145, 0.117, 0.092, 0.092, 0.077, -0.092, -0.269, -0.193, -0.247, -0.088, -0.240, -0.072, 0.067, 0.075, 0.068, 0.118, 0.102, 0.108, 0.110, 0.043, 0.070, 0.071, 0.099, 0.103, 0.073, 0.065, 0.045, -0.088, -0.274, -0.194, -0.248, -0.079, -0.245, -0.071, 0.081, 0.073, 0.055, 0.118, 0.102, 0.106, 0.109, 0.033, 0.073, 0.069, 0.085, 0.107, 0.069, 0.066, 0.050, -0.086, -0.273, -0.199, -0.252, -0.088, -0.246, -0.080, 0.083, 0.071, 0.047, 0.118, 0.101, 0.111, 0.109, 0.054, 0.070, 0.066, 0.095, 0.115, 0.066, 0.064, 0.054, -0.092, -0.278, -0.200, -0.251, -0.090, -0.247, -0.082, 0.079, 0.071, 0.064, 0.116, 0.101, 0.111, 0.108, 0.051, 0.066, 0.067, 0.100, 0.114, 0.066, 0.072, 0.052, -0.092, -0.270, -0.197, -0.251, -0.087, -0.250, -0.076, 0.069, 0.076, 0.064, 0.119, 0.103, 0.111, 0.109, 0.055, 0.070, 0.066, 0.084, 0.115, 0.068, 0.070, 0.056]
}

---

Copy entry 2 word for word.
{
  "formula": "C5H9ClSi",
  "method": "ωB97M-V/def2-TZVPD",
  "total_energy_ha": -945.57883,
  "e_above_lowest_kcal_mol": 28.4,
  "elements": ["Cl", "Si", "C", "C", "C", "C", "C", "H", "H", "H", "H", "H", "H", "H", "H", "H"],
  "positions_angstrom": [[1.56100, 2.96012, 1.67086], [1.37172, 1.60306, 0.24217], [-0.30708, 0.83406, -0.12153], [-0.39567, -0.18902, -1.42522], [-0.41612, -1.41236, -1.03459], [-0.29365, -1.51710, 0.42538], [-0.82067, -0.16527, 0.91851], [1.63107, 1.93579, -1.14219], [2.16105, 0.44801, 0.66689], [-0.89864, 1.74056, -0.52433], [-0.43924, 0.19693, -2.49564], [-0.75187, -2.30091, -1.58271], [-0.81475, -2.38134, 0.89737], [0.72236, -1.67412, 0.78419], [-1.87585, -0.16488, 0.86963], [-0.43367, 0.08647, 1.85121]],
  "forces_ev_per_a": [[-0.1, 1.2, 0.8], [-0.7, -2.8, -1.6], [-0.6, 0.0, -2.8], [1.0, 4.6, -1.2], [-0.9, -2.9, 0.1], [-0.4, -0.8, 2.0], [0.5, 0.3, -1.5], [0.8, 0.9, -0.3], [0.6, 0.0, 0.1], [0.0, -1.3, 1.3], [-0.1, -0.5, 1.6], [0.7, 0.5, -0.3], [-0.1, 0.6, -0.5], [0.4, 0.2, -0.3], [-1.3, -0.1, 0.4], [0.2, 0.3, 2.0]],
  "nbo_charge": [-0.340, 1.109, -0.683, -0.159, -0.229, -0.437, -0.396, -0.179, -0.193, 0.236, 0.217, 0.221, 0.211, 0.212, 0.208, 0.202]
}